## w
Here is C6H7NO3 in the gas phase from OMol25. Energies are from ωB97M-V/def2-TZVPD.

```
17
Properties=species:S:1:pos:R:3:nbo_charge:R:1
C 1.1686 2.9903 1.4042 -0.1907
C 1.0882 1.8951 0.8974 -0.0515
C 1.0253 0.5818 0.2349 -0.2227
N 1.3244 0.5890 -1.1888 -0.8107
C -0.3447 -0.0893 0.4058 0.6348
O -1.3409 0.5438 0.6907 -0.5441
C -0.4015 -1.5476 0.0220 -0.6552
C -1.6829 -2.0591 -0.6154 0.7924
O -1.7180 -3.1158 -1.2000 -0.5698
O -2.7695 -1.2879 -0.5301 -0.6713
H 1.1980 3.9634 1.8622 0.2440
H 1.7490 -0.0907 0.7236 0.2356
H 2.3097 0.7566 -1.3626 0.3799
H 0.7699 1.2949 -1.6842 0.3764
H -0.2577 -2.1149 0.9588 0.2716
H 0.4435 -1.8264 -0.6171 0.2772
H -2.5614 -0.4832 -0.0014 0.5040
```

The HOMO-LUMO gap comes out at 10.531 eV. Its structure (SMILES) is C#C[C@H](N)C(=O)CC(=O)O. The lowest unoccupied orbital energy comes out at 0.25 eV.

---

## x
Here is 2 unconnected molecules or ions with the total composition C6H7NO3 from OMol25. Energies are from ωB97M-V/def2-TZVPD.

```
17
Properties=species:S:1:pos:R:3:nbo_charge:R:1
O -4.5090 1.1524 -0.6619 -0.4929
C -4.5068 0.1941 0.0723 0.4214
C -3.2775 -0.5805 0.4496 -0.3150
C -2.9407 -1.9285 -0.2496 0.0906
C -2.5626 -1.1741 -1.5395 -0.3830
C -1.9397 -0.4447 -0.3232 0.1268
O -1.5443 -1.7512 0.2204 -0.4878
C -0.9687 0.6429 -0.2900 0.2801
N -0.2715 1.5650 -0.2689 -0.2860
H -5.4439 -0.1730 0.5446 0.1215
H -3.1707 -0.6312 1.5418 0.2464
H -3.4023 -2.9093 -0.1101 0.2192
H -1.8402 -1.6846 -2.1839 0.2323
H -3.3517 -0.6598 -2.0966 0.2247
O 2.5371 0.9410 1.0570 -0.9472
H 1.8933 0.2649 1.3202 0.4668
H 2.0154 1.6565 0.6611 0.4822
```

The HOMO-LUMO gap comes out at 10.761 eV. The lowest unoccupied orbital energy comes out at 0.27 eV.

---

Relative energies, in kJ/mol, with the most stable structure set to zero: w 0.0; x 207.4.

---

## w
Here is 2 unconnected molecules or ions with the total composition C3H9N from OMol25. Energies are from ωB97M-V/def2-TZVPD.

```
13
Properties=species:S:1:pos:R:3:nbo_charge:R:1
C 2.3748 -0.2854 -1.7251 -0.5143
C 1.4763 -0.6214 -0.7935 0.0066
N 1.3750 -0.1289 0.5265 -0.8257
H 3.1173 0.4995 -1.6873 0.2003
H 2.2279 -0.8229 -2.6530 0.2022
H 0.7325 -1.3794 -1.0304 0.1778
H 0.5561 -0.5340 0.9222 0.3740
H 1.4847 0.8667 0.5329 0.3796
C -2.7384 0.5236 1.1917 -0.8718
H -1.6981 0.6989 1.5161 0.2065
H -2.5840 0.9689 0.2107 0.2269
H -2.8378 -0.5555 1.0598 0.2099
H -3.4864 0.7698 1.9293 0.2281
```

The HOMO-LUMO gap comes out at 9.366 eV. Its structure (SMILES) is C=CN.C. The lowest unoccupied orbital energy comes out at 0.88 eV.

---

## x
Here is C3H9N in the gas phase from OMol25. Energies are from ωB97M-V/def2-TZVPD.

```
13
Properties=species:S:1:pos:R:3:nbo_charge:R:1
C 0.6833 -0.5446 -1.0023 -0.6236
C 0.2683 0.0863 0.3339 -0.0538
C -0.7183 1.2220 0.0724 -0.6058
N -0.3178 -0.8468 1.2974 -0.8332
H 1.0760 -1.5520 -0.8555 0.2049
H -0.1653 -0.6148 -1.6816 0.1997
H 1.4531 0.0668 -1.4823 0.2093
H 1.1760 0.5281 0.7315 0.1803
H -0.4423 1.8209 -0.7914 0.2009
H -1.7041 0.7985 -0.1022 0.2017
H -0.8064 1.9084 0.9089 0.2129
H 0.4127 -1.3694 1.7609 0.3570
H -0.9152 -1.5035 0.8102 0.3498
```

The HOMO-LUMO gap comes out at 10.465 eV. Its structure (SMILES) is CC(C)N. The lowest unoccupied orbital energy comes out at 1.19 eV.

---

Relative energies, in kJ/mol, with the most stable structure set to zero: w 115.4; x 0.0.

---

## w
Here is 2 unconnected molecules or ions with the total composition C3H9N from OMol25. Energies are from ωB97M-V/def2-TZVPD.

```
13
Properties=species:S:1:pos:R:3:nbo_charge:R:1
C -3.0356 0.2517 -2.6502 -0.3922
C -1.9736 -0.5529 -2.6461 -0.3946
H -3.6623 0.2221 -3.5352 0.1959
H -3.3086 0.7440 -1.6990 0.1956
H -1.9969 -1.1973 -3.5000 0.1932
H -1.1762 -0.4795 -1.9139 0.2019
C 1.7993 -0.1846 2.0751 -0.4278
N 3.1175 0.4565 2.2529 -0.8066
H 1.0096 0.1076 2.8173 0.1593
H 1.2418 0.1408 1.1938 0.1930
H 1.8009 -1.2868 2.1394 0.1921
H 3.3856 0.3508 3.2433 0.3471
H 2.7987 1.4278 2.2227 0.3430
```

The HOMO-LUMO gap comes out at 10.651 eV. Its structure (SMILES) is C=C.CN. The lowest unoccupied orbital energy comes out at 0.94 eV.

---

## x
Here is 2 unconnected molecules or ions with the total composition C3H9N from OMol25. Energies are from ωB97M-V/def2-TZVPD.

```
13
Properties=species:S:1:pos:R:3:nbo_charge:R:1
C -2.8997 -1.9138 -0.3751 -0.5439
C -2.4914 -2.8795 0.4706 0.0155
N -2.1645 -4.2036 0.1614 -0.8429
H -3.3214 -2.1653 -1.3411 0.1879
H -3.1425 -0.9872 0.1250 0.2081
H -1.9255 -2.5359 1.3357 0.1807
H -2.2623 -4.4196 -0.8137 0.3972
H -1.7783 -4.6771 0.9313 0.3974
C 3.9767 4.8019 -0.1428 -0.8591
H 4.4459 4.0533 -0.7727 0.2115
H 4.7490 5.4625 0.2496 0.2176
H 3.0865 5.1841 -0.6213 0.2189
H 3.7275 4.2801 0.7931 0.2111
```

The HOMO-LUMO gap comes out at 9.365 eV. Its structure (SMILES) is C=CN.C. The lowest unoccupied orbital energy comes out at 1.19 eV.

---

Relative energies, in kJ/mol, with the most stable structure set to zero: w 42.4; x 0.0.

---

## w
Here is a gas-phase ion, C3H6N3 (charge +1) from OMol25. Energies are from ωB97M-V/def2-TZVPD.

```
12
Properties=species:S:1:pos:R:3:nbo_charge:R:1
H -0.7378 -2.0187 -0.1757 0.3577
N -0.7045 -1.1652 -0.6499 -0.0639
N -0.2039 -0.3305 0.1060 0.0728
C 0.4282 -0.5588 1.3482 -0.5211
C -0.3446 1.0264 -0.4740 -0.3564
C 0.2526 0.9453 -1.8073 0.1943
N 0.7158 0.9574 -2.8447 -0.1666
H 0.8851 0.3639 1.6418 0.2650
H -0.1655 -0.8077 2.3111 0.3135
H 1.1641 -1.5511 1.2494 0.2984
H 0.1439 1.8970 -0.0254 0.2971
H -1.4333 1.2420 -0.6793 0.3091
```

The HOMO-LUMO gap comes out at 9.425 eV. Its structure (SMILES) is [H]/N=[N+](\C)CC#N. The lowest unoccupied orbital energy comes out at -7.08 eV. The net charge is +1.

---

## x
Here is a gas-phase ion, C3H6N3 (charge +1) from OMol25. Energies are from ωB97M-V/def2-TZVPD.

```
12
Properties=species:S:1:pos:R:3:nbo_charge:R:1
C -1.6745 0.9228 0.1605 -0.2911
C -2.2093 -0.2795 -0.1322 -0.0905
N -1.5554 -1.5483 -0.0456 -0.0364
N -0.3792 -1.4379 0.1247 0.3395
N 0.5753 -0.8640 0.5034 0.0372
C 1.7237 -0.4750 -0.1656 -0.4980
H -0.6444 1.0512 0.4143 0.1991
H -2.2706 1.7866 0.0148 0.2571
H -3.1964 -0.3473 -0.4396 0.2443
H 2.2349 -1.4300 -0.3589 0.2883
H 1.4191 -0.0246 -1.2053 0.2636
H 2.3858 0.1180 0.5401 0.2870
```

The HOMO-LUMO gap comes out at 8.860 eV. Its structure (SMILES) is C=CN=[N+]=NC. The lowest unoccupied orbital energy comes out at -6.41 eV. The net charge is +1.

---

Relative energies, in kJ/mol, with the most stable structure set to zero: w 0.0; x 102.4.